This record from the Open Molecules 2025 dataset describes a molecular structure, C24H42B2F4N5O8SbSi3Ti at a distorted geometry. The level of theory is ωB97M-V with the def2-TZVPD basis set.

XYZ file:
```
90
Properties=species:S:1:pos:R:3:forces:R:3:mulliken_charge:R:1
H 6.200 0.868 3.393 0.00 0.00 0.00 0.48
B -0.157 0.213 -3.626 0.08 -0.09 0.00 0.53
C 4.065 0.694 3.209 0.03 -0.02 -0.02 -0.64
C -0.575 3.477 -2.423 -0.01 0.00 -0.10 -1.01
C 2.704 -2.980 -1.574 0.07 0.04 -0.15 0.46
H -3.125 4.498 -0.749 0.00 0.01 0.02 0.24
H -1.847 5.512 -0.079 -0.01 0.00 0.00 0.42
F 1.164 -4.339 0.584 0.01 0.01 0.02 -0.41
H -2.576 -3.489 0.040 0.00 0.00 -0.01 0.61
H -0.376 4.531 -2.633 0.02 -0.01 -0.01 0.54
H -4.268 -1.132 -1.047 -0.03 0.00 0.02 0.14
H 1.398 2.938 0.119 -0.03 0.03 0.02 -0.11
H 2.669 -5.054 -2.029 0.00 0.00 0.00 0.35
H -3.219 1.978 -3.528 -0.05 -0.05 0.00 0.21
H 3.837 0.911 4.242 0.00 0.00 0.00 0.63
C -1.385 -1.626 -1.531 -0.17 -0.07 -0.09 0.26
C 2.155 -2.267 -2.762 0.06 -0.15 0.10 0.76
O 1.211 0.646 3.798 -0.08 0.10 0.05 -0.54
H -4.716 -0.661 -2.689 0.02 0.02 0.01 0.29
F 1.917 -3.588 2.654 -0.03 -0.02 0.01 -0.32
C 5.606 0.426 1.381 0.01 -0.04 -0.02 -0.83
N 2.557 -2.291 -0.513 0.25 -0.43 0.07 1.34
H -1.403 3.159 -3.056 0.04 0.03 0.02 0.21
O 3.358 0.016 -1.441 0.12 -0.14 0.11 -0.58
N -1.272 -0.301 -1.581 0.25 0.10 0.18 0.51
H -1.257 -3.636 1.216 0.00 0.02 0.01 0.41
H 0.448 -0.271 6.563 0.01 0.01 -0.01 0.32
Si -0.946 3.296 -0.609 0.19 0.01 -0.02 0.77
H 0.486 1.499 6.522 -0.01 -0.01 0.02 0.34
C -2.270 4.504 -0.071 -0.12 0.03 0.02 -1.10
N 1.367 -1.305 -2.448 0.05 -0.06 0.06 1.27
Sb -2.009 1.032 0.002 0.00 -0.14 -0.13 -0.62
C 2.582 -2.654 -4.128 -0.03 -0.01 -0.02 -2.01
C 4.517 0.183 0.559 0.06 0.02 0.05 0.65
H -5.865 -0.468 -1.368 0.00 0.01 -0.02 0.51
C -0.097 0.619 6.245 0.04 0.00 0.10 -1.18
H -2.532 -1.795 -3.340 0.00 0.00 0.01 0.37
H 3.649 -2.432 -4.228 0.00 0.01 0.00 0.38
C -1.307 2.144 3.867 -0.01 0.07 -0.04 -0.65
N 3.281 0.168 1.033 0.09 -0.01 0.03 1.24
O 0.844 0.444 1.597 0.07 0.06 -0.14 0.80
C 0.593 3.617 0.399 0.09 0.01 0.02 -0.76
H -6.311 2.421 -0.609 0.01 -0.02 -0.02 0.40
H 4.210 -4.248 -2.345 0.00 -0.01 0.00 0.51
H -2.146 1.897 3.214 0.00 0.00 -0.01 0.01
C 5.373 0.673 2.723 -0.01 0.00 0.02 -0.65
N 0.162 -1.656 0.201 -0.22 -0.27 -0.06 1.49
H 2.457 -3.728 -4.269 0.02 0.00 0.00 0.43
H -1.380 -0.889 2.737 -0.02 0.00 0.00 -0.09
F -0.208 0.937 -4.729 -0.01 0.02 -0.01 -0.23
H 3.712 -4.606 -0.671 0.00 0.00 0.00 0.40
H -2.135 -1.146 4.320 0.00 0.02 0.00 0.53
H 6.597 0.420 0.950 0.00 0.01 0.00 0.61
C -4.809 -0.388 -1.636 0.00 -0.06 -0.07 -1.14
H 2.037 -2.111 -4.892 0.00 -0.01 0.00 0.44
H 0.313 2.907 -2.698 0.01 0.03 0.01 0.16
H -1.145 -2.894 -3.247 0.01 0.02 -0.01 0.26
C 3.050 0.438 2.318 -0.09 -0.07 0.02 0.00
H 0.416 3.530 1.472 -0.03 0.00 0.00 0.12
O 2.894 -2.754 0.714 0.00 -0.20 -0.06 -0.71
H -0.639 2.811 3.319 0.01 0.01 0.00 0.14
C 3.367 -4.304 -1.654 -0.09 -0.04 0.01 -2.11
H -1.106 -4.398 -0.354 0.00 0.00 0.01 0.27
C -4.057 2.311 -2.916 0.01 0.11 -0.05 -1.05
C -1.188 -0.956 3.808 -0.04 -0.12 -0.03 -0.49
C 1.585 0.506 2.578 0.03 -0.07 0.03 0.25
H -5.537 1.611 0.753 0.01 0.01 -0.01 0.32
C -0.882 -2.263 -0.371 0.11 0.05 0.15 -0.15
H -1.695 2.698 4.723 -0.01 0.00 -0.01 0.56
F 1.013 0.979 -1.119 -0.20 0.02 -0.08 -0.15
Si -0.436 0.604 4.434 0.12 -0.05 -0.08 0.45
C -1.943 -2.418 -2.672 -0.03 -0.02 0.03 -1.72
B 1.614 -3.286 1.367 0.04 0.04 0.02 0.83
Si -4.196 1.363 -1.319 -0.11 -0.16 0.05 0.78
H -2.575 -3.216 -2.282 0.03 -0.01 0.00 0.48
O 5.598 -0.216 -1.520 0.00 0.06 -0.02 -0.68
C -1.494 -3.519 0.163 -0.03 -0.03 -0.02 -2.09
H -0.531 -1.811 3.979 -0.01 0.01 0.01 0.25
O 0.990 -0.555 -3.538 -0.17 0.17 0.03 -1.24
H -1.035 0.653 6.805 0.00 0.00 -0.01 0.33
C -5.348 2.230 -0.127 -0.03 0.00 0.07 -1.18
H -2.637 4.312 0.940 0.02 0.01 0.00 0.31
O 0.602 -2.169 1.408 0.24 -0.01 -0.06 -0.78
H -4.956 3.190 0.211 0.00 0.02 0.00 0.31
O -1.299 0.250 -2.866 -0.07 0.07 -0.08 0.20
C 4.559 -0.031 -0.937 -0.10 -0.10 -0.08 0.10
H -3.946 3.382 -2.734 0.01 -0.01 -0.04 0.29
H -4.976 2.166 -3.491 0.00 0.03 0.00 0.46
H 0.931 4.639 0.203 -0.01 0.00 0.01 0.56
Ti 1.722 -0.449 -0.316 -0.42 1.23 0.19 -1.08
```
Positions in Å, forces in eV/Å.

Its total charge is +1. The highest occupied orbital energy (alpha / beta) is -0.355 / -0.401 hartree. As for the spin multiplicity: 2. The value obtained for the energy relative to the best compared isomer or geometry (same formula, charge and spin) is 0.0 kcal per mole. As for the expectation value of S²: 0.7637. The calculation puts the largest force on an atom at 1.31 eV/A. For the HOMO-LUMO gap (alpha / beta), the calculation gives 5.55 / 6.91 eV.